Formula: C33H71ClF2N6O5PS3
Source: the Open Molecules 2025 dataset
Level of theory: the ωB97M-V functional and the def2-TZVPD basis

Last column: Mulliken charge in e.
Atoms and positions in Å:
1 C 0.6407 0.7848 6.3811  -0.75
2 C -0.9008 1.1895 6.6264  -0.66
3 N -1.7327 0.0354 6.2111  0.49
4 C -1.6255 -1.1386 7.1077  -0.81
5 C -1.8611 -0.8680 8.6573  -0.93
6 C -3.0912 0.3937 5.8651  -0.27
7 S -4.4897 -0.0444 6.6469  -0.23
8 S -3.2834 1.4397 4.3258  -0.23
9 C -3.1759 0.1465 2.9698  -0.14
10 C -2.5644 0.7818 1.6501  -1.47
11 C -0.9823 1.0465 1.7580  -0.45
12 C -0.1248 -0.1845 1.2615  -0.90
13 C 0.6023 -0.8139 2.5340  0.21
14 Cl 0.4134 -2.6466 2.4000  -0.14
15 O 1.9015 -0.3485 2.8237  0.03
16 C 2.7423 0.0229 1.7262  0.29
17 C 3.9802 0.8005 2.4497  -0.87
18 C 3.8757 0.7275 4.0600  -0.87
19 N 3.3885 -1.2581 1.2058  -0.67
20 C 3.6998 -2.0542 2.1462  0.55
21 S 3.8571 -3.1426 3.3756  -0.16
22 C 2.0922 0.7971 0.5070  1.36
23 C 1.9114 2.3652 0.6402  -1.56
24 C 1.6344 2.9850 2.0831  0.08
25 C 2.4436 4.3672 2.2276  -0.62
26 F 3.7111 4.2072 2.8438  -0.31
27 P 3.3660 0.5708 -0.9476  0.01
28 C 5.0396 1.2989 -0.5430  -0.92
29 O 2.8822 1.5534 -2.2934  -0.51
30 N 0.8264 0.0299 0.1310  -0.05
31 C 0.2056 0.4070 -1.1734  0.70
32 C 0.5520 -0.6597 -2.3352  -1.35
33 F -1.2347 0.3564 -1.1660  -0.36
34 H 1.1646 0.4201 7.3109  0.35
35 H 1.1584 1.7147 5.9651  0.30
36 H 0.6876 0.0216 5.5311  0.00
37 H -1.1020 1.5808 7.6663  0.40
38 H -1.0884 2.0678 5.9193  0.44
39 H -2.3383 -1.9726 6.7950  0.41
40 H -0.5824 -1.6003 7.0140  0.35
41 H -1.2533 -0.0270 9.0995  0.26
42 H -1.5249 -1.8172 9.2031  0.36
43 H -2.9644 -0.7614 8.9230  0.25
44 H -4.2460 -0.1518 2.7426  0.03
45 H -2.6230 -0.7869 3.3169  0.38
46 H -3.0346 1.8124 1.5059  0.34
47 H -2.8508 0.1436 0.7641  0.39
48 H -0.7486 1.4309 2.7940  0.48
49 H -0.7833 1.9125 1.0354  0.36
50 H -0.8655 -0.9815 0.9142  1.09
51 H -0.0523 -0.5312 3.4266  -0.28
52 H 4.0737 1.8805 2.1344  0.22
53 H 4.9832 0.3278 2.1806  0.47
54 H 2.9786 1.2987 4.4548  0.01
55 H 4.8013 1.2486 4.4514  0.46
56 H 3.8862 -0.3491 4.4334  0.25
57 H 2.8903 2.8384 0.2804  0.53
58 H 1.1222 2.8227 -0.0488  0.19
59 H 0.5370 3.3064 2.1031  0.39
60 H 1.7892 2.2892 2.9566  -0.12
61 H 2.4574 4.9174 1.2421  0.32
62 H 1.8183 4.9998 2.9445  0.35
63 H 5.6715 0.7038 0.1775  0.34
64 H 4.9752 2.3644 -0.1199  0.31
65 H 5.6627 1.4046 -1.4964  0.44
66 H 3.4768 2.3313 -2.3623  0.28
67 H 1.2049 -0.9294 -0.0609  0.82
68 H 0.4420 1.4349 -1.5584  0.23
69 H 1.5240 -1.2039 -2.1461  0.36
70 H 0.5181 -0.1993 -3.3629  0.31
71 H -0.2660 -1.4594 -2.3166  0.33
72 C -8.3482 0.0681 1.8773  -1.69
73 C -7.1877 0.3607 2.8233  0.61
74 C -7.5746 0.3001 4.3132  0.18
75 O -8.2873 1.4385 4.7806  -0.42
76 C -9.6804 1.4119 4.5146  -0.65
77 N -6.6004 1.6591 2.4720  -0.62
78 H -9.0440 0.9045 1.7972  0.29
79 H -7.9744 -0.1311 0.8695  0.41
80 H -8.9070 -0.8130 2.2028  0.34
81 H -6.4310 -0.4139 2.6534  0.17
82 H -6.6481 0.2756 4.8956  -0.37
83 H -8.1175 -0.6229 4.5516  0.46
84 H -10.0909 0.3997 4.5667  0.30
85 H -9.8880 1.8573 3.5395  0.23
86 H -10.1779 2.0255 5.2682  0.27
87 H -5.7727 1.8069 3.0462  0.24
88 H -7.2460 2.3806 2.7924  0.36
89 C -0.7696 -3.6893 -7.9159  -1.49
90 C 0.3682 -3.3970 -6.9427  0.40
91 C -0.0563 -3.4599 -5.4622  -0.84
92 O -0.7823 -2.3204 -5.0110  -0.22
93 C -2.1690 -2.3479 -5.3139  -0.81
94 N 0.9622 -2.0976 -7.2791  -0.63
95 H -1.4643 -2.8532 -8.0118  0.29
96 H -0.3718 -3.8870 -8.9141  0.38
97 H -1.3353 -4.5713 -7.6047  0.36
98 H 1.1288 -4.1698 -7.0954  0.42
99 H 0.8538 -3.4845 -4.8539  0.35
100 H -0.6042 -4.3829 -5.2384  0.46
101 H -2.5796 -3.3603 -5.2745  0.36
102 H -2.3508 -1.9010 -6.2928  0.26
103 H -2.6872 -1.7356 -4.5727  0.24
104 H 1.7779 -1.9478 -6.6875  0.18
105 H 0.3078 -1.3774 -6.9735  0.31
106 C 5.6635 0.7008 -8.9804  -1.39
107 C 5.7324 -0.8187 -8.8641  0.24
108 C 4.6765 -1.4105 -7.9092  -0.50
109 O 4.9822 -1.2540 -6.5257  -0.44
110 C 4.6303 0.0078 -5.9860  -0.51
111 N 7.0934 -1.2057 -8.4739  -0.72
112 H 6.0757 1.2072 -8.1057  0.28
113 H 6.2401 1.0404 -9.8442  0.35
114 H 4.6326 1.0376 -9.1178  0.34
115 H 5.5341 -1.2273 -9.8605  0.44
116 H 4.6396 -2.4910 -8.0786  0.29
117 H 3.6729 -1.0276 -8.1304  0.35
118 H 3.7178 0.4092 -6.4366  0.28
119 H 5.4553 0.7134 -6.1044  0.27
120 H 4.4591 -0.1209 -4.9143  0.11
121 H 7.1615 -2.2211 -8.4865  0.27
122 H 7.2049 -0.9697 -7.4882  0.31

Force components x, y, z for each atom (eV/Å):
-0.4 0.8 -0.5
1.7 0.6 -1.4
-2.4 0.5 0.3
0.4 -1.1 1.3
-0.2 -1.1 0.5
0.0 -0.4 0.2
1.6 0.2 -0.9
0.7 -1.0 0.2
-0.4 -0.4 -0.5
0.2 0.6 0.9
-0.7 1.0 -1.8
-1.8 -0.6 2.2
-1.2 0.4 0.2
0.5 0.8 0.0
-1.7 0.4 -1.4
2.3 0.0 0.9
0.2 0.4 0.8
0.4 0.3 -0.5
0.3 -1.7 3.1
-1.1 -0.8 0.0
0.1 2.7 -3.2
0.9 2.0 0.3
0.2 0.8 0.7
-0.3 1.2 -0.6
-2.0 -0.3 1.4
-1.0 0.0 -1.2
0.6 -1.7 -2.5
0.6 1.7 0.5
0.9 0.1 2.2
0.7 -1.0 0.0
-1.7 -0.5 -4.2
-0.4 -0.6 0.8
2.0 0.3 1.1
-0.5 0.3 -1.1
-0.4 -1.2 0.9
-0.1 0.8 1.4
0.1 -0.7 -1.0
-0.1 -1.3 0.9
0.8 1.4 0.2
-1.3 0.9 -0.1
-0.7 -0.8 -0.6
-0.4 1.3 -0.7
1.6 0.2 -0.5
1.3 0.2 0.3
-0.6 1.3 -0.3
0.4 -1.4 0.1
0.5 0.7 0.9
0.0 -0.7 -1.1
-0.2 -1.1 1.0
1.2 1.1 0.3
1.0 -0.6 -1.2
-0.4 -1.1 0.4
-1.6 0.4 0.1
1.1 -0.9 -0.5
-1.0 -0.6 -0.4
-0.2 1.6 -0.5
-1.3 -0.7 0.5
1.0 -1.1 0.7
1.5 -0.5 0.2
0.1 0.8 -1.0
0.6 -0.7 1.0
1.0 -0.7 -0.9
-1.0 0.4 -0.8
0.1 -1.3 -0.5
-1.2 -0.4 1.0
-0.6 -0.4 0.0
-0.2 0.5 0.2
0.1 -0.9 1.1
-0.9 0.9 -0.4
0.2 -0.3 1.3
1.0 1.1 0.1
0.0 -0.2 -0.2
-0.5 0.3 0.0
0.4 0.1 0.1
0.0 -0.4 -0.1
0.1 0.4 0.1
0.2 0.0 0.1
0.1 0.0 0.1
0.0 0.1 0.1
0.0 0.1 0.0
0.0 0.0 0.1
-0.1 0.1 0.0
-0.1 0.0 -0.1
0.1 0.0 -0.1
-0.2 -0.1 -0.1
0.1 -0.1 0.0
0.0 0.0 0.0
0.0 -0.1 -0.1
0.0 -0.2 -0.2
-0.3 0.2 0.0
0.4 0.0 0.0
0.0 -0.4 0.1
0.0 0.4 0.0
0.1 0.0 0.4
0.1 0.0 0.1
0.0 0.1 0.1
0.0 0.0 0.0
0.0 0.1 0.1
0.0 0.1 0.0
-0.1 0.0 -0.1
0.1 0.0 -0.1
-0.2 -0.2 0.0
0.1 0.0 0.0
0.1 -0.1 -0.1
0.0 -0.1 -0.2
0.0 0.2 -0.2
0.1 0.2 0.4
0.1 -0.3 -0.2
-0.4 0.2 -0.1
0.3 -0.2 0.2
-0.2 -0.2 0.1
0.0 -0.1 0.0
0.0 -0.1 0.1
0.0 0.0 0.0
0.0 -0.1 0.1
0.1 0.0 0.1
0.0 0.1 0.0
0.0 0.0 -0.1
-0.1 0.2 -0.1
0.0 -0.1 0.0
0.1 0.1 -0.1
0.1 0.1 -0.2

Computed properties:
**Frontier orbital gap**: 0.273 hartree
**Spin multiplicity**: 1
**Total charge**: +1
**HOMO level**: -0.382 Eh



Formula: C6H11NO2
Source: the Open Molecules 2025 dataset
Level of theory: the ωB97M-V functional and the def2-TZVPD basis

Last column: Mulliken charge in e.
Atoms and positions in Å:
1 C -3.7784 0.2253 0.0830  0.48
2 C 0.2711 1.0319 0.5115  -1.20
3 C -2.7030 0.2060 -0.8401  -0.03
4 C 1.0213 -0.0783 0.5807  1.06
5 C 2.1229 -0.2863 -0.4508  -1.13
6 C 0.7112 -1.1541 1.5466  -1.15
7 N -2.6862 -0.3381 -2.0322  -0.29
8 O -4.7792 1.1822 -0.2368  -0.49
9 O -3.8678 -0.3884 1.1406  -0.57
10 H 0.5548 1.9306 -0.0174  0.31
11 H -0.5970 1.0114 1.0039  0.39
12 H 2.7984 0.5199 -0.6899  0.36
13 H 1.5136 -0.6190 -1.3182  0.19
14 H 2.7532 -1.1717 -0.1767  0.30
15 H 1.4952 -1.9239 1.4167  0.33
16 H -0.2846 -1.7026 1.2629  0.22
17 H 0.4637 -0.7619 2.5371  0.33
18 H -3.5131 -0.5827 -2.6183  0.26
19 H -1.7420 -0.1714 -2.4832  0.29
20 H -5.3951 1.2735 0.4980  0.34

Force components x, y, z for each atom (eV/Å):
-3.2 0.5 1.7
3.4 -0.8 -1.1
0.7 -0.6 -0.9
0.2 2.2 -0.9
-0.5 -2.2 0.4
-2.0 -2.0 -1.1
1.1 1.5 0.3
1.6 -0.7 -0.6
0.7 0.4 -1.6
-0.1 -0.2 -0.4
-3.2 0.5 2.1
-0.2 0.5 0.0
0.9 0.3 -0.1
-0.4 0.7 -0.2
-0.4 0.3 1.1
1.6 0.9 0.2
0.8 -0.3 0.0
0.9 -0.1 0.7
-2.0 -0.7 0.1
0.2 -0.3 0.4

Computed properties:
**Frontier orbital gap**: 0.322 hartree
**Spin multiplicity**: 1
**Energy above the lowest of the compared OMol25 structures with the same formula, charge and spin**: 97.6 kcal per mole
**HOMO level**: -0.309 Eh



Formula: C16H21N2O3PdS2
Source: the Open Molecules 2025 dataset
Level of theory: the ωB97M-V functional and the def2-TZVPD basis

Last column: Mulliken charge in e.
Atoms and positions in Å:
1 Pd -0.4298 -0.0773 0.5094  0.28
2 O 1.5307 -0.0911 0.6734  -0.51
3 N 2.1488 1.0987 0.5008  0.38
4 C 3.4994 1.0564 0.4585  -0.19
5 C 4.2154 2.2085 0.3176  -0.73
6 C 3.5249 3.4215 0.2185  -0.17
7 C 2.1556 3.4333 0.2628  -0.86
8 C 1.4384 2.2356 0.4069  0.94
9 S -0.2844 2.1627 0.4843  -0.40
10 H 3.9163 0.0649 0.5406  0.44
11 H 5.2931 2.1626 0.2824  0.42
12 H 4.0702 4.3480 0.1038  0.40
13 H 1.5934 4.3527 0.1845  0.42
14 C -5.1320 0.0493 0.0118  -0.85
15 N -4.2142 -0.3989 -1.0330  0.18
16 C -4.7320 -0.9338 -2.2920  -0.91
17 C -2.9210 -0.3803 -0.8036  0.35
18 O -2.4520 0.0222 0.2913  -0.62
19 H -6.1338 0.0973 -0.4031  0.33
20 H -4.8343 1.0334 0.3674  0.30
21 H -5.1228 -0.6424 0.8540  0.29
22 H -5.6712 -0.4393 -2.5247  0.34
23 H -4.9049 -2.0075 -2.2207  0.33
24 H -4.0291 -0.7311 -3.0964  0.34
25 H -2.2695 -0.7316 -1.6054  0.34
26 C -0.9419 -1.6492 5.6250  -1.51
27 C -0.5602 -1.9602 4.2069  0.74
28 C -1.5209 -2.0576 3.2089  -0.97
29 C -1.1577 -2.3233 1.8936  -0.03
30 C 0.1838 -2.4855 1.5753  0.10
31 C 1.1619 -2.4068 2.5627  -0.48
32 C 0.7838 -2.1461 3.8641  -0.72
33 S 0.6364 -2.8663 -0.1036  0.55
34 C 0.1405 -4.5893 -0.1238  -1.02
35 O -0.4050 -2.1357 -0.9219  -0.50
36 H -2.0086 -1.7901 5.7898  0.37
37 H -0.7000 -0.6121 5.8649  0.32
38 H -0.3976 -2.2823 6.3253  0.39
39 H -2.5673 -1.9335 3.4583  0.35
40 H -1.9123 -2.4481 1.1272  0.56
41 H 2.2061 -2.5251 2.3032  0.50
42 H 1.5405 -2.0760 4.6360  0.41
43 H -0.9149 -4.6619 0.1332  0.29
44 H 0.7546 -5.1339 0.5927  0.39
45 H 0.3202 -4.9649 -1.1293  0.41

Force components x, y, z for each atom (eV/Å):
0.0 0.6 -0.3
0.0 0.1 0.0
-0.1 0.0 0.0
-0.1 0.1 0.0
0.0 0.0 0.0
0.0 0.0 0.0
-0.1 0.0 0.0
0.2 -0.1 0.0
0.0 -0.1 0.0
0.0 0.0 0.0
0.0 0.0 0.0
0.0 0.0 0.0
0.0 0.0 0.0
0.0 -0.1 0.0
0.0 0.0 -0.1
0.0 0.0 0.0
0.0 0.1 0.0
0.0 -0.2 -0.1
0.0 0.0 0.0
0.0 0.0 0.0
0.0 0.0 0.0
0.0 0.0 0.0
0.0 0.0 0.0
0.0 0.0 0.0
0.0 0.0 0.0
0.0 0.0 0.0
0.0 0.0 0.0
0.0 0.1 0.0
-0.1 -0.1 0.0
0.1 -0.4 0.2
0.0 0.1 0.0
0.0 0.0 0.0
0.1 -0.2 0.0
0.0 0.0 -0.1
-0.1 0.1 0.1
0.0 0.0 0.0
0.0 0.0 0.0
0.0 0.0 0.0
0.0 0.0 0.0
0.0 0.0 0.0
0.0 0.0 0.0
0.0 0.0 0.0
0.0 0.0 0.0
0.0 0.0 0.0
0.0 0.0 0.0

Computed properties:
**Frontier orbital gap (spin up / spin down)**: 0.281 / 0.281 hartree
**Spin multiplicity**: 1
**Energy above the lowest of the compared OMol25 structures with the same formula, charge and spin**: 0.0 kcal per mole
**Total charge**: +1
**HOMO level (spin up / spin down)**: -0.403 / -0.403 Eh



Formula: C18H16Cl3N2O10P2RuS2
Source: the Open Molecules 2025 dataset
Level of theory: the ωB97M-V functional and the def2-TZVPD basis

Last column: Mulliken charge in e.
Atoms and positions in Å:
1 Ru -0.3226 1.5594 -0.9473  1.97
2 C 1.7862 -1.9682 1.2747  -1.50
3 C 1.5563 -0.5325 0.8626  1.05
4 N 1.0042 -0.2732 -0.2801  0.50
5 N 0.7176 -1.3284 -1.0977  -0.82
6 C 0.5332 -1.0174 -2.3288  0.48
7 S 0.7785 0.5450 -3.0241  -0.37
8 S 0.0963 -2.3683 -3.4067  -0.18
9 C -1.3786 -3.0651 -2.5451  -1.03
10 C -1.0515 -4.1148 -1.5177  0.74
11 C -1.2971 -3.8830 -0.1673  -0.24
12 C -1.0137 -4.8635 0.7738  -0.55
13 C -0.4846 -6.0839 0.3807  -0.38
14 C -0.2314 -6.3190 -0.9640  -0.51
15 C -0.5140 -5.3406 -1.9046  -0.50
16 C 2.0647 0.5438 1.6799  0.09
17 C 2.7140 0.2561 2.8925  -0.70
18 C 3.3366 1.2223 3.6476  -0.75
19 C 3.3124 2.5503 3.2004  -0.43
20 C 2.6788 2.8779 2.0320  -0.48
21 C 2.0330 1.9022 1.2120  0.42
22 O 1.5105 2.2832 0.1114  -0.96
23 H 1.2354 -2.6244 0.6095  0.32
24 H 1.4555 -2.1285 2.3006  0.40
25 H 2.8493 -2.2104 1.2037  0.29
26 H -1.9639 -3.4943 -3.3590  0.57
27 H -1.9130 -2.2230 -2.1093  0.09
28 H -1.7095 -2.9312 0.1369  0.42
29 H -1.2075 -4.6655 1.8213  0.40
30 H -0.2789 -6.8545 1.1151  0.36
31 H 0.1878 -7.2687 -1.2779  0.35
32 H -0.3080 -5.5152 -2.9554  0.33
33 H 2.7311 -0.7674 3.2447  0.25
34 H 3.8424 0.9593 4.5689  0.36
35 H 3.7953 3.3256 3.7863  0.37
36 H 2.6306 3.9009 1.6808  0.28
37 O -1.4134 1.4012 1.4292  -0.40
38 P -2.6428 0.9497 0.4441  0.44
39 O -3.8344 0.5342 1.1942  -0.89
40 O -1.9637 -0.0285 -0.5006  -0.26
41 O -2.8392 2.3629 -0.3463  -0.11
42 P -3.0754 2.3733 -1.9879  0.77
43 O -2.8909 3.9526 -2.2590  -0.54
44 O -4.4323 1.9339 -2.3319  -0.76
45 O -1.8504 1.6795 -2.5705  -0.54
46 H -1.3594 2.3744 1.5074  0.44
47 H -1.9299 4.1085 -2.3304  0.37
48 Cl 0.2812 6.6442 -2.0532  -0.18
49 C -0.0513 6.0291 -0.4282  0.65
50 Cl 1.3323 6.3938 0.6180  -0.18
51 Cl -1.4874 6.8439 0.2123  -0.16
52 C -0.2877 4.4536 -0.4101  0.19
53 O -0.0966 3.8882 -1.5192  -0.91
54 O -0.6341 4.0203 0.6815  -0.60

Force components x, y, z for each atom (eV/Å):
2.6 0.4 -2.9
0.0 0.1 -0.1
-0.1 -0.5 -0.6
-0.8 0.6 0.2
-0.3 -0.9 -0.2
0.4 -0.2 0.4
-0.7 0.9 1.2
-0.2 -0.1 -0.2
0.5 0.2 0.0
-0.1 0.1 0.0
0.0 -0.1 -0.1
0.0 0.0 0.1
0.0 0.0 0.0
0.0 0.0 -0.1
0.0 0.0 0.0
0.0 0.5 0.2
-0.1 0.0 -0.1
0.1 0.0 0.1
0.0 -0.1 0.0
-0.1 0.0 -0.2
0.2 -0.4 0.5
-1.3 -0.3 -0.7
0.0 0.0 0.0
0.0 0.0 0.0
0.0 0.0 0.1
-0.1 0.0 0.0
-0.1 0.0 0.0
0.0 0.1 0.0
0.0 0.0 0.0
0.0 0.0 0.0
0.0 0.0 0.0
0.0 0.0 0.0
0.0 0.0 0.0
0.0 0.0 0.0
0.0 0.0 0.0
0.0 0.0 0.0
0.0 0.7 -0.4
-0.4 -0.6 0.7
-0.1 0.1 0.0
0.7 0.3 0.1
-0.4 -0.4 -0.3
-0.6 0.5 0.2
0.2 -0.2 -0.1
0.0 0.0 -0.1
0.8 0.0 1.3
0.1 -0.1 0.0
-0.2 0.1 0.0
0.0 0.1 -0.1
0.0 -0.3 -0.1
0.2 0.0 0.1
-0.1 0.0 0.0
-0.1 0.5 0.4
-0.3 -1.4 0.6
0.1 0.1 -0.3

Computed properties:
**Frontier orbital gap (spin up / spin down)**: 0.242 / 0.249 hartree
**Spin multiplicity**: 2
**Energy above the lowest of the compared OMol25 structures with the same formula, charge and spin**: 63.5 kcal per mole
**Total charge**: -2
**HOMO level (spin up / spin down)**: -0.093 / -0.094 Eh



Formula: C5H6LuO2
Source: the Open Molecules 2025 dataset
Level of theory: the ωB97M-V functional and the def2-TZVPD basis

Last column: Mulliken charge in e.
Atoms and positions in Å:
1 C 1.5706 0.6839 1.5979  -0.07
2 C 0.4658 0.4523 1.1138  -0.40
3 C -0.9186 0.2648 0.6687  -0.30
4 C -1.1700 -1.1523 0.2089  -0.25
5 O -2.3303 -1.4324 -0.3476  -0.50
6 Lu -4.2406 -0.7135 -1.3976  0.43
7 H 2.3894 0.9918 2.2261  0.37
8 H -1.1070 0.9763 -0.1569  0.19
9 H -1.6325 0.5583 1.4658  0.28
10 H -0.6398 -1.9562 0.7455  0.33
11 C 2.1164 0.0792 -0.9269  -0.26
12 O 1.6046 0.7653 -1.9299  -0.36
13 H 1.6486 -0.9284 -1.0066  0.17
14 H 2.2432 1.4109 -2.2611  0.36

Force components x, y, z for each atom (eV/Å):
-2.5 -0.2 -0.5
1.9 0.7 1.5
0.1 -0.1 -0.5
0.2 0.0 0.5
-2.5 0.9 -1.4
2.5 -0.9 1.4
-0.1 -0.3 -0.7
0.0 -0.3 0.1
0.3 -0.1 -0.1
-0.2 0.3 -0.4
1.9 -0.4 -0.7
-0.4 -0.5 -0.7
-0.9 0.5 0.7
-0.2 0.5 0.8

Computed properties:
**Frontier orbital gap (spin up / spin down)**: 0.218 / 0.266 hartree
**Spin multiplicity**: 2
**HOMO level (spin up / spin down)**: -0.225 / -0.274 Eh



Number 1: E -114289.62503 eV. Number 2: E -11982.03556 eV. Number 3: E -51198.86997 eV. Number 4: E -122786.88400 eV. Number 5: E -42988.19271 eV.